Entry 1:
A 2-piece molecular cluster, C3H7NS overall, computed with wB97M-V/def2-TZVPD.

Properties
Orbital gap   0.3641 hartree
SMILES   C=CN=C.S
Relative energy (zero: lowest compared OMol25 entry of this formula, charge and spin)   45.1 kcal/mol
E_tot   -571.36706 Eh
E_HOMO   -9.16 eV

Atoms and positions in Å:
S (-2.55, -0.18, 0.05)
N (1.04, -0.37, 0.83)
C (1.24, -1.58, 0.59)
C (0.56, 1.76, -0.29)
C (1.16, 0.57, -0.19)
H (1.05, 2.41, -1.01)
H (-3.02, -0.86, -1.07)
H (1.55, -2.09, -0.32)
H (-3.84, 0.05, 0.49)
H (-0.16, 2.13, 0.40)
H (1.83, 0.29, -0.97)
H (1.15, -2.12, 1.50)

Formally, the Löwdin partial charges of the atoms, in units of the elementary charge, are as follows: atom 1 (S): 0.433, atom 2 (N): -0.029, atom 3 (C): -0.058, atom 4 (C): 0.012, atom 5 (C): -0.275, atom 6 (H): 0.054, atom 7 (H): -0.193, atom 8 (H): 0.082, atom 9 (H): -0.205, atom 10 (H): 0.035, atom 11 (H): 0.083, atom 12 (H): 0.062



Entry 2:
A 3-piece molecular cluster, C3H7NS overall, computed with wB97M-V/def2-TZVPD.

Properties
Orbital gap   0.3075 hartree
Relative energy (zero: lowest compared OMol25 entry of this formula, charge and spin)   145.6 kcal/mol
E_tot   -571.20688 Eh
E_HOMO   -8.59 eV

Atoms and positions in Å:
S (2.08, -1.12, 0.05)
N (1.22, 1.47, 0.00)
C (0.82, 0.14, 0.21)
C (-1.19, -1.24, -0.15)
C (-0.60, 0.24, 0.29)
H (0.42, 2.14, -0.65)
H (-0.88, 1.20, -0.42)
H (-0.71, 0.25, 1.31)
H (-0.03, -1.47, -1.17)
H (-2.40, -0.89, -0.29)
H (-0.95, -2.29, 0.82)
H (2.22, 1.58, -0.01)

Formally, the Löwdin partial charges of the atoms, in units of the elementary charge, are as follows: atom 1 (S): 0.504, atom 2 (N): -0.014, atom 3 (C): -0.847, atom 4 (C): -0.166, atom 5 (C): -0.356, atom 6 (H): 0.212, atom 7 (H): 0.146, atom 8 (H): 0.073, atom 9 (H): 0.140, atom 10 (H): 0.089, atom 11 (H): 0.163, atom 12 (H): 0.056



Entry 3:
A 2-piece molecular cluster, C3H7NS2 overall, computed with wB97M-V/def2-TZVPD.

Properties
Orbital gap (alpha / beta)   0.2631 / 0.2631 hartree
Relative energy (zero: lowest compared OMol25 entry of this formula, charge and spin)   66.3 kcal/mol
E_tot   -969.53163 Eh
E_HOMO (alpha / beta)   -7.14 / -7.14 eV

Atoms and positions in Å:
S (1.49, 1.76, -0.24)
S (1.67, 2.26, 1.68)
N (-0.39, -0.92, -0.84)
C (0.20, -0.64, 1.58)
C (0.02, -0.49, 0.19)
C (-0.28, -0.53, -2.22)
H (1.04, -1.25, 1.69)
H (-0.19, -1.37, -2.78)
H (-0.83, -1.06, 1.92)
H (0.52, 0.17, -2.36)
H (-1.19, -0.01, -2.59)
H (0.83, 3.36, 2.00)
H (0.25, 0.27, 2.33)

Formally, the Löwdin partial charges of the atoms, in units of the elementary charge, are as follows: atom 1 (S): -0.019, atom 2 (S): 0.066, atom 3 (N): 0.058, atom 4 (C): -0.121, atom 5 (C): -0.235, atom 6 (C): -0.068, atom 7 (H): 0.076, atom 8 (H): 0.040, atom 9 (H): 0.136, atom 10 (H): 0.051, atom 11 (H): 0.114, atom 12 (H): -0.161, atom 13 (H): 0.062



Copy entry 1 word for word.
A 2-piece molecular cluster, C3H7NS overall, computed with wB97M-V/def2-TZVPD.

Properties
Orbital gap   0.3641 hartree
SMILES   C=CN=C.S
Relative energy (zero: lowest compared OMol25 entry of this formula, charge and spin)   45.1 kcal/mol
E_tot   -571.36706 Eh
E_HOMO   -9.16 eV

Atoms and positions in Å:
S (-2.55, -0.18, 0.05)
N (1.04, -0.37, 0.83)
C (1.24, -1.58, 0.59)
C (0.56, 1.76, -0.29)
C (1.16, 0.57, -0.19)
H (1.05, 2.41, -1.01)
H (-3.02, -0.86, -1.07)
H (1.55, -2.09, -0.32)
H (-3.84, 0.05, 0.49)
H (-0.16, 2.13, 0.40)
H (1.83, 0.29, -0.97)
H (1.15, -2.12, 1.50)

Formally, the Löwdin partial charges of the atoms, in units of the elementary charge, are as follows: atom 1 (S): 0.433, atom 2 (N): -0.029, atom 3 (C): -0.058, atom 4 (C): 0.012, atom 5 (C): -0.275, atom 6 (H): 0.054, atom 7 (H): -0.193, atom 8 (H): 0.082, atom 9 (H): -0.205, atom 10 (H): 0.035, atom 11 (H): 0.083, atom 12 (H): 0.062



Q: What is the E_tot in the third record?
A: -969.53163 Eh



Q: The lowest E_tot belongs to which entry?
A: C3H7NS2